Entry 1:
Molecular formula: ClH6O3Pd
Method: DFT, ωB97M-V/def2-TZVPD

Last column: Mulliken spin population.
Atoms and positions in Å:
1 H -19.19800 10.94300 -16.88200  0.00
2 Pd -19.44300 13.28100 -16.41700  1.28
3 O -21.06300 13.29000 -15.83400  0.13
4 O -19.37600 11.82900 -17.32800  0.13
5 H -18.92300 12.48600 -14.13200  0.00
6 Cl -18.78600 14.77700 -17.43100  0.35
7 O -18.52200 12.81500 -14.99200  0.10
8 H -21.31300 12.54900 -15.28700  0.00
9 H -18.90700 11.77500 -18.16700  0.00
10 H -21.28500 14.08100 -15.31200  0.00
11 H -17.72100 13.22000 -14.71700  0.00

Results
<S²>: 2.01
Maximum force, Eh/bohr: 0.278
Charge: +1
LUMO (alpha / beta), eV: -4.45 / -4.55
Kohn-Sham gap (alpha / beta), eV: 8.21 / 8.05
Highest occupied orbital energy (alpha / beta), eV: -12.65 / -12.59
Spin multiplicity: 3
Electronic energy, eV: -22225.9070


Entry 2:
Molecular formula: C24H68N6O8Ti
Method: DFT, ωB97M-V/def2-TZVPD

Last column: Mulliken spin population.
Atoms and positions in Å:
1 H 22.25142 5.88660 -6.64953  0.00
2 H 23.13057 -2.92483 -17.25221  0.00
3 N 17.96256 0.73841 -13.37993  0.01
4 C 29.38265 0.95786 -15.76388  0.00
5 H 23.03237 -0.49418 -7.01489  0.00
6 C 20.20322 6.47423 -7.30253  0.00
7 H 24.95620 5.98969 -13.84815  0.00
8 H 22.29409 -0.93453 -16.13760  0.00
9 H 22.77466 0.66034 -18.23417  0.00
10 C 25.33144 -2.58768 -5.76617  0.00
11 O 25.59292 -3.29416 -4.51749  0.00
12 H 21.45248 8.15078 -7.82050  0.00
13 C 24.08928 -1.67602 -5.68572  0.00
14 C 17.28366 3.16173 -13.46350  -0.02
15 H 27.65884 -3.36416 -4.43982  0.00
16 H 24.00302 -1.45012 -7.74828  0.00
17 O 29.12784 -0.84537 -14.11051  0.00
18 H 24.09055 -2.33234 -11.38162  0.00
19 H 16.89614 2.44965 -16.03923  0.00
20 C 29.86182 0.30407 -14.43898  0.00
21 N 24.45923 4.73219 -10.75441  -0.03
22 H 24.81128 -2.77896 -17.74112  0.00
23 C 26.83343 -4.07268 -4.50907  0.00
24 O 19.83727 0.91951 -9.35870  0.03
25 H 21.94767 -1.80394 -5.27666  0.00
26 C 24.51500 5.36501 -13.07148  0.02
27 C 22.82243 -2.44992 -5.35159  0.00
28 H 24.84776 4.81351 -9.82567  0.01
29 H 24.90298 -0.44290 -17.12682  0.00
30 N 23.17318 -0.48425 -15.92653  0.01
31 H 16.09539 5.52154 -13.38711  0.00
32 H 16.20086 3.03722 -13.45038  0.00
33 H 27.61154 -1.54160 -12.93499  0.00
34 H 29.23911 0.41012 -17.81370  0.00
35 H 18.99765 2.23722 -14.38122  0.03
36 H 19.71767 8.39647 -8.22835  0.00
37 C 17.96661 1.96743 -14.15263  -0.01
38 C 25.18646 5.56027 -11.70585  -0.02
39 H 26.84660 -4.71606 -3.62930  0.00
40 H 19.20251 6.29465 -6.90957  0.00
41 C 24.05897 -2.38856 -17.05575  0.00
42 H 17.62025 3.24000 -12.42973  0.00
43 C 26.05306 8.33714 -9.51046  0.00
44 H 25.25908 0.62214 -19.32506  0.00
45 H 25.50085 7.68728 -11.82315  0.00
46 H 26.23604 5.27480 -11.63535  0.00
47 C 21.20367 5.84024 -6.35262  0.00
48 H 25.14533 -3.35733 -6.51523  0.00
49 C 20.34404 9.99152 -6.21347  0.00
50 H 17.65993 5.83424 -12.73137  0.00
51 Ti 22.34350 1.21251 -11.69667  2.93
52 H 24.55104 4.37893 -13.53457  0.02
53 H 18.32602 1.14326 -12.52898  0.00
54 H 20.15358 4.77745 -8.47010  0.00
55 H 16.41438 0.97723 -15.22022  0.00
56 C 20.42230 7.94358 -7.53085  0.00
57 H 17.29763 6.34656 -14.36570  0.00
58 H 27.20149 0.00301 -13.50058  0.01
59 H 24.97850 0.12363 -20.98286  0.00
60 H 26.20788 -2.05840 -6.14008  0.00
61 H 25.13602 8.90285 -9.34579  0.00
62 N 30.20775 2.11948 -16.11850  0.00
63 O 25.86653 6.99909 -9.96241  0.00
64 H 22.89136 -3.01069 -4.41945  0.00
65 O 23.66646 -0.56188 -19.62829  0.00
66 H 28.32531 1.21523 -15.70146  0.00
67 H 23.38983 -1.04886 -15.11759  -0.01
68 C 17.27579 1.58851 -15.48933  0.00
69 H 23.87702 1.29722 -20.29123  0.00
70 H 29.22438 -0.98909 -16.60881  0.00
71 C 28.06694 -0.58726 -13.19947  0.00
72 H 22.14232 -0.89502 -18.32598  0.00
73 H 29.86663 2.46931 -17.00244  0.00
74 H 30.02138 2.88610 -15.48791  0.00
75 O 20.18878 8.60115 -6.24159  0.00
76 H 24.03492 7.22607 -10.86818  0.00
77 H 24.14759 -1.00198 -4.83110  0.00
78 H 21.18232 10.25611 -6.85799  0.00
79 C 17.15318 5.53753 -13.64967  0.00
80 H 24.44347 -2.69627 -16.08334  0.00
81 C 23.91128 -0.89472 -17.10436  0.01
82 H 21.04998 4.76308 -6.28766  0.00
83 C 24.47989 0.41912 -20.05973  0.00
84 H 30.70781 -0.16478 -17.03507  0.00
85 N 23.96634 -0.86771 -6.92393  0.00
86 H 29.86343 1.14829 -13.74951  0.00
87 O 23.20599 -1.93507 -11.26222  0.02
88 H 17.84833 0.87002 -16.07590  0.00
89 H 23.57570 5.16319 -10.52264  0.00
90 C 29.63639 -0.02139 -16.89497  0.00
91 H 19.78029 6.08458 -9.26987  0.00
92 H 20.06410 0.98044 -8.41035  0.00
93 H 20.40928 10.24634 -5.15569  0.00
94 O 17.62071 4.32669 -14.26780  0.00
95 H 30.84157 -0.13787 -14.62024  0.00
96 H 19.40502 10.44040 -6.53727  0.00
97 H 22.72933 -3.29018 -6.03964  0.00
98 H 28.44913 -0.21464 -12.24911  0.00
99 N 20.41917 5.74737 -8.56401  0.00
100 C 23.09809 -0.37240 -18.36427  0.00
101 H 17.04626 0.51381 -13.01929  0.00
102 H 27.01376 -4.71342 -5.37223  0.00
103 H 26.55748 8.97362 -10.23747  0.00
104 C 25.05902 6.96589 -11.13580  0.00
105 H 26.77360 8.31924 -8.69278  0.00
106 H 23.45966 5.63093 -13.13196  0.00
107 H 21.06869 6.29023 -5.36906  0.00

Results
<S²>: 3.75
Maximum force, Eh/bohr: 0.058
Charge: -1
LUMO (alpha / beta), eV: 1.97 / 1.49
Kohn-Sham gap (alpha / beta), eV: 5.76 / 5.48
Highest occupied orbital energy (alpha / beta), eV: -3.79 / -3.99
Spin multiplicity: 4
Electronic energy, eV: -74415.5615


Entry 3:
Molecular formula: C23H31N7O3S
Method: DFT, ωB97M-V/def2-TZVPD

Last column: Löwdin charge in e.
Atoms and positions in Å:
1 H 4.51356 2.63740 2.37207  0.09
2 H 2.80034 -2.82936 1.74690  0.08
3 H -6.35755 -2.39269 -0.65773  0.17
4 H 6.40528 1.09957 1.10169  0.08
5 C -5.93957 1.36191 -1.04570  0.09
6 H -4.10978 -1.66875 -0.48993  0.23
7 N 3.33900 1.04224 -1.36124  0.01
8 H 2.11058 -4.24587 1.68439  0.05
9 H 5.10326 0.22528 0.37649  0.01
10 C -7.22487 0.80564 -1.18875  0.01
11 H -4.68091 3.29348 1.25962  0.11
12 C 5.65873 1.04166 0.28605  -0.08
13 C 1.88117 -3.26575 1.29718  -0.02
14 H 1.78598 2.46070 -0.09787  0.04
15 N -3.60315 0.97360 -0.42741  0.08
16 C 0.62526 -1.32972 1.32439  -0.26
17 C -0.78207 -1.35470 -0.63594  -0.56
18 H 0.58019 -3.50924 3.94398  0.02
19 C 0.62617 -2.66174 3.45428  0.02
20 H -3.34506 2.70757 2.42286  0.02
21 H 0.03420 -0.57251 -2.69759  0.00
22 H -0.43390 -2.18156 3.60442  0.12
23 N -1.65744 2.12172 0.40881  0.06
24 C 1.58352 -0.61352 -0.82426  -0.01
25 O 1.84166 -2.77870 -1.95702  0.18
26 C 4.79722 2.28831 0.41405  -0.40
27 C 2.17939 -1.72204 -1.85627  -0.41
28 H -0.25515 -3.07359 1.44931  0.08
29 C 3.91711 2.10388 -1.13098  -0.24
30 H 3.44038 1.42989 1.74452  0.12
31 H 1.88477 -3.38054 0.21354  0.04
32 H 1.27196 -2.03442 3.80231  0.01
33 C 3.94873 2.43778 1.43863  -0.17
34 C -2.95185 1.87234 0.52260  -0.27
35 H 0.39375 1.17088 -0.04352  0.15
36 N 1.39439 1.65174 -0.31010  0.22
37 H 1.39136 -0.52027 1.50869  0.15
38 N -1.32272 1.29637 -0.65714  -0.04
39 H 5.47376 3.07455 0.08097  0.13
40 H -5.74150 2.24696 -0.94433  0.01
41 H 4.66117 2.48939 -1.95415  0.17
42 H 3.17698 3.33756 1.62514  0.14
43 H -0.26371 -0.72731 1.98100  0.18
44 C -4.92431 0.38567 -0.50280  -0.26
45 H -4.65158 1.74248 1.84618  0.04
46 C -5.09544 -0.76873 -0.68521  -0.14
47 C -3.93107 2.47451 1.64355  0.01
48 H -8.08991 1.38677 -1.16774  0.08
49 S -2.46210 -0.35052 -2.48250  1.10
50 H -8.32742 -1.03972 -1.27735  0.15
51 N 0.29851 -0.99215 -0.01108  0.01
52 C 0.44870 -2.55534 1.86251  -0.31
53 H 3.23684 2.97968 -1.34339  0.14
54 C 2.02361 0.60933 -0.59433  -0.26
55 H 6.47701 0.89668 -0.67632  0.17
56 H -0.81379 -2.07596 -2.71259  0.10
57 H 3.83657 -1.99262 -2.97247  0.27
58 O -1.76616 -1.79663 -0.21553  0.08
59 C -7.29819 -0.63802 -1.02230  -0.13
60 N 3.39071 -1.11115 -2.38043  0.19
61 C -0.73329 -1.02462 -2.31163  -0.20
62 C 3.89330 -0.04166 -2.05617  -0.48
63 C -6.30772 -1.21194 -0.74057  -0.22
64 C -2.38976 0.56504 -1.32103  -0.69
65 O 5.03485 0.25079 -2.66270  -0.07

Results
Maximum force, Eh/bohr: 0.365
LUMO, eV: 0.39
Kohn-Sham gap, eV: 8.43
Highest occupied orbital energy, eV: -8.03
Electronic energy, eV: -51741.9879


Entry 4:
Molecular formula: C34H33FGeN3O7PdSi
Method: DFT, ωB97M-V/def2-TZVPD

Last column: Löwdin charge in e.
Atoms and positions in Å:
1 H 1.23630 -2.85453 -4.25857  0.10
2 H -2.51803 5.77637 -2.25312  0.12
3 C 1.92201 -2.82768 0.50305  -0.14
4 C 0.11908 3.62565 -2.42281  -0.02
5 C -3.37246 1.23772 -0.28832  -0.25
6 C 3.49710 -1.55257 -1.78397  -0.15
7 C -0.00143 1.36576 2.83119  -0.54
8 H 3.80299 -0.63048 -2.28084  0.03
9 C 0.69464 4.15364 5.21921  -0.10
10 Ge -0.21070 -1.12029 -2.27271  0.95
11 C 0.94251 -4.89867 -3.69982  -0.07
12 H -4.22898 2.22850 -2.02557  0.12
13 H 1.10936 3.55456 -2.85088  0.12
14 C -0.89636 0.50422 -4.51991  -0.13
15 C -1.68503 2.68262 -1.11674  -0.24
16 N -2.09981 1.60416 -0.43862  0.20
17 H 2.33617 -0.30058 -3.88235  0.08
18 H 3.10878 -2.25304 -2.52458  0.02
19 C 0.77473 -3.52928 -3.54562  -0.11
20 H 2.79341 -0.16761 1.83182  0.03
21 C 3.09233 0.00639 0.79662  -0.16
22 C 1.66358 0.92021 -5.50335  -0.07
23 C 0.07184 2.16434 4.07171  -0.10
24 H -1.60727 -0.68374 -1.83012  0.01
25 C 0.32302 -5.77302 -2.81818  -0.07
26 O 0.50471 1.77491 1.74447  -0.08
27 C 0.19464 -0.07308 -3.86921  -0.30
28 H 4.39938 -1.99986 -1.35806  0.05
29 H 0.24649 4.24768 7.32073  0.14
30 H 0.45338 -6.84074 -2.93620  0.11
31 C -0.63116 -3.91364 -1.62529  -0.12
32 C -4.92022 -0.09844 1.01065  -0.02
33 H 1.54874 -5.27994 -4.51101  0.11
34 O 0.90303 -0.46785 -0.95475  -0.53
35 C -0.36554 2.40412 6.39890  -0.09
36 C -3.63097 0.29469 0.74867  0.05
37 C -5.95883 0.36658 0.20597  0.00
38 H -6.53056 1.50194 -1.53213  0.12
39 N -0.91439 1.85738 7.65860  -0.35
40 H -0.95952 -5.96444 -1.10810  0.11
41 O -1.38069 0.73932 7.61536  0.10
42 H -0.28873 5.54581 -3.28495  0.12
43 H -5.12581 -0.78664 1.81823  0.13
44 C 0.19790 3.66540 6.41240  0.11
45 H 4.18133 -0.06565 0.74968  0.04
46 H 1.51105 -3.57711 -0.17284  0.02
47 C 0.00104 -3.03044 -2.50029  -0.31
48 H -3.41166 3.96934 -0.83367  0.12
49 Pd -0.16247 0.04306 0.86198  1.06
50 O 1.38311 6.08905 6.25172  0.11
51 H 2.85189 -3.22514 0.92016  0.05
52 C -0.46978 -5.28123 -1.78987  -0.07
53 C -1.94980 4.86829 -2.10635  -0.03
54 H 1.21362 -2.67841 1.31857  0.03
55 H 1.05217 3.83805 3.13272  0.14
56 C -0.70743 1.28094 -5.65584  -0.08
57 C -0.67658 4.74197 -2.67288  0.00
58 H -1.90132 0.34630 -4.14211  0.09
59 O -0.85125 2.56296 8.64004  0.11
60 H -2.79515 -0.07219 1.33018  0.09
61 C -4.44460 1.65411 -1.13538  0.02
62 C -2.46415 3.85297 -1.34176  0.01
63 H 2.81614 1.02862 0.53132  0.03
64 H -1.22089 -3.52807 -0.80336  0.09
65 C -0.44115 1.63953 5.25157  0.09
66 H 0.72211 2.09398 -7.03023  0.11
67 H -1.56071 1.71740 -6.15989  0.10
68 H -0.88751 0.65605 5.27694  0.14
69 C 0.64746 3.42763 4.04648  0.09
70 H 2.66313 1.07763 -5.88812  0.11
71 F -1.06410 -1.60144 0.47209  -0.50
72 C -0.35294 2.62608 -1.60690  0.04
73 N 1.29199 5.50587 5.19562  -0.35
74 Si 2.32058 -1.23762 -0.37146  0.36
75 O 1.66618 5.92332 4.11955  0.09
76 C 1.47632 0.13765 -4.36959  -0.10
77 C 0.57384 1.49101 -6.14374  -0.08
78 H -6.96955 0.02856 0.39517  0.13
79 C -5.71686 1.21887 -0.87898  -0.03
80 H 0.25052 1.75807 -1.37206  0.09
81 O -0.58095 0.21722 2.82944  -0.07

Results
Maximum force, Eh/bohr: 0.023
Charge: +1
LUMO (alpha / beta), eV: -6.38 / -6.38
Kohn-Sham gap (alpha / beta), eV: 5.14 / 5.14
Highest occupied orbital energy (alpha / beta), eV: -11.52 / -11.52
Electronic energy, eV: -125176.5957


Entry 5:
Molecular formula: C30H36FeN2O6Sb2
Method: DFT, ωB97M-V/def2-TZVPD

Last column: Mulliken spin population.
Atoms and positions in Å:
1 C 1.47006 -1.74853 -2.89723  0.01
2 N 4.66967 -5.89989 1.92305  0.00
3 H 2.59506 -2.44334 -4.51021  0.00
4 H -4.37156 1.05724 2.61011  0.00
5 H 0.16306 3.51469 -1.07198  0.00
6 H -0.47553 2.41087 3.43922  0.00
7 H -1.97966 2.79414 -4.48135  0.00
8 C -3.13231 -1.77160 2.14432  0.01
9 C 3.34308 -2.41941 2.19103  0.00
10 H 1.28075 -0.43077 -5.31216  0.00
11 C 3.22579 1.84950 -0.43355  0.01
12 H -2.13900 4.56833 -0.01842  0.00
13 H 0.83847 1.29898 3.87639  0.00
14 C 0.25308 1.23540 1.80484  -0.02
15 C -4.21322 0.36654 0.03784  0.01
16 C -2.93027 2.55714 -1.58558  0.00
17 H -2.63746 -1.05373 2.80030  0.00
18 C 2.18170 2.76910 1.95999  0.00
19 H 2.13591 0.58159 -4.13817  0.00
20 C 2.21558 -0.30772 -4.76482  0.00
21 H -5.09105 -2.60650 -0.20381  0.00
22 H 1.10428 2.96399 -2.46661  0.00
23 H 2.28499 -5.88034 0.78844  0.00
24 C -3.87377 1.83178 2.03274  0.00
25 C 2.08194 -2.51054 1.51816  0.00
26 C -3.72846 1.64934 0.65510  0.00
27 H 5.11671 -3.42424 2.81264  0.00
28 Sb -1.15219 1.46476 -2.23516  0.00
29 C 2.56957 -4.90388 1.16608  0.00
30 H -3.52845 3.07612 3.74778  0.00
31 C 3.87013 2.82823 0.27590  0.00
32 H -4.20683 -1.76429 2.32650  0.00
33 H -0.33874 3.99377 -2.72307  0.00
34 C 3.34647 3.31304 1.49166  0.00
35 C -0.05637 1.41381 3.26720  0.01
36 C 0.09576 3.19790 -2.11663  0.01
37 C -3.39598 2.96221 2.67765  0.00
38 C 1.47575 1.77451 1.24572  0.03
39 H -2.37951 4.84326 2.41937  0.00
40 H 3.45717 -1.42139 -3.37085  0.00
41 H -2.81376 3.54719 -2.02714  0.00
42 H 3.85692 4.09275 2.04348  0.00
43 H 3.63268 1.46862 -1.36567  0.00
44 H -4.24994 -2.56915 -1.77701  0.00
45 H 3.02122 -0.15765 -5.48234  0.00
46 H 0.22362 -5.06199 0.10166  0.00
47 H -4.50671 0.47882 -1.00627  0.00
48 C 0.42713 -4.03237 0.44055  0.00
49 H -5.06682 -0.03201 0.58764  0.00
50 H -0.80659 0.68011 3.55432  0.00
51 C 4.15945 -3.50027 2.31479  0.00
52 H -2.73109 -2.76828 2.33440  0.00
53 O 1.35511 -1.48116 1.37226  0.07
54 C -4.12465 -2.70932 -0.70135  0.01
55 C -2.62263 3.78981 0.56560  0.00
56 C 2.51480 -1.54296 -3.90507  0.00
57 H 3.62646 -1.44749 2.57865  0.00
58 O 1.41629 0.40049 -0.73394  0.02
59 C -2.75596 3.94808 1.93710  0.00
60 Fe 0.01361 -1.01098 -0.13394  3.75
61 C -3.10443 2.65761 -0.09943  0.00
62 H -0.83323 1.51104 -4.94977  0.00
63 C 3.77134 -4.75268 1.79031  0.00
64 C 1.70913 -3.80858 1.02831  0.00
65 N 0.62949 -1.80007 -2.12462  0.02
66 H 1.77083 3.13122 2.89715  0.00
67 Sb -2.77053 -1.25990 0.10339  0.02
68 O -0.46331 -3.19310 0.31974  0.01
69 O 4.32398 -6.96925 1.44888  0.00
70 H -2.51584 1.09319 -4.56664  0.00
71 H 4.80524 3.22936 -0.10167  0.00
72 C -1.68499 1.75539 -4.30879  0.01
73 O 5.74733 -5.71324 2.46192  0.00
74 C 1.98728 1.29272 0.00127  0.01
75 H -3.72179 -3.70792 -0.51863  0.00
76 O -0.58819 0.64252 1.11328  0.01
77 H -3.77606 2.06937 -2.07484  0.00

Results
<S²>: 6.01
Maximum force, Eh/bohr: 0.012
LUMO (alpha / beta), eV: 0.04 / 0.01
Kohn-Sham gap (alpha / beta), eV: 7.63 / 7.54
Highest occupied orbital energy (alpha / beta), eV: -7.59 / -7.53
Spin multiplicity: 5
Electronic energy, eV: -94419.5530


> What is the formula in the third record?

C23H31N7O3S


> Among the records above, which one has the highest electronic energy?

ClH6O3Pd